90
Properties=species:S:1:pos:R:3:forces:R:3:lowdin_charge:R:1 method="wB97M-V/def2-TZVPD" e_lumo_ev=-8.42 charge=+3 relative_energy_kcal_mol=0.0 gap_ev=7.11
Tl -0.01995 -0.30734 0.43727 0.2529 -0.0973 -0.0988 0.49
F -1.19174 -6.20120 -2.57931 0.0028 0.0155 -0.0123 0.18
C -0.72586 -5.34182 -1.69867 0.0093 -0.0316 0.0227 -0.12
C -1.59250 -4.74524 -0.79026 -0.0213 0.0234 -0.0047 -0.13
F -2.88760 -5.02919 -0.81224 0.0150 0.0101 -0.0064 0.15
C -1.08839 -3.84843 0.12795 -0.0111 0.0197 0.0022 -0.25
F -1.93882 -3.26621 0.99455 -0.0145 0.0175 -0.0357 0.06
C 0.25796 -3.50422 0.16134 0.0020 -0.0793 -0.0038 -0.52
S 0.88009 -2.38386 1.37443 -0.0989 0.1307 -0.0222 0.69
C 1.10642 -4.11300 -0.75727 -0.0127 -0.0209 0.0244 -0.25
F 2.39973 -3.81853 -0.76566 0.0016 0.0377 -0.0288 0.12
C 0.62598 -5.03056 -1.67788 0.0111 -0.0225 0.0088 -0.14
F 1.44671 -5.59974 -2.54242 -0.0098 0.0272 -0.0055 0.16
C 0.93899 1.90617 -2.40959 -0.0015 0.0420 0.0239 -0.39
C -0.52911 1.57814 -2.69011 -0.0744 0.0166 -0.0208 -0.36
As -1.62933 1.01224 -1.17421 -0.0731 -0.0688 0.0200 1.23
C -3.12922 0.06201 -1.86188 -0.0083 0.0685 -0.0061 -0.40
C -3.41054 -1.22237 -1.40966 -0.0295 -0.0082 0.0083 -0.11
C -4.49871 -1.90535 -1.93504 0.0138 0.0051 0.0209 -0.04
C -5.28963 -1.30164 -2.90271 -0.0035 0.0009 0.0002 -0.03
C -5.00710 -0.01439 -3.34583 -0.0042 0.0086 0.0015 -0.04
C -3.92545 0.67883 -2.82629 -0.0043 -0.0219 -0.0068 -0.08
C -2.23714 2.55523 -0.21417 0.0198 -0.0052 0.0094 -0.39
C -1.43053 3.68637 -0.09556 -0.0150 -0.0075 -0.0033 -0.11
C -1.86739 4.76161 0.66702 -0.0040 0.0079 0.0096 -0.05
C -3.09845 4.70340 1.30952 0.0114 0.0103 0.0006 -0.04
C -3.90070 3.57607 1.18653 -0.0109 -0.0208 0.0030 -0.04
C -3.47266 2.49514 0.42610 0.0102 0.0327 0.0104 -0.11
As 1.86562 0.43956 -1.50749 0.0076 -0.0630 0.0291 1.24
C 2.05164 -0.91353 -2.85304 0.0039 0.0181 0.0083 -0.38
C 0.94983 -1.71427 -3.15017 -0.0172 -0.0113 0.0176 -0.14
C 1.04484 -2.67240 -4.14730 -0.0078 -0.0019 -0.0060 -0.06
C 2.24333 -2.84324 -4.82904 0.0041 0.0090 -0.0035 -0.03
C 3.34267 -2.05385 -4.52155 -0.0053 -0.0069 0.0046 -0.04
C 3.25109 -1.08145 -3.53480 0.0141 -0.0059 -0.0003 -0.07
C 3.60257 1.09787 -1.04580 -0.0264 0.0183 0.0064 -0.42
C 4.39944 0.28758 -0.23594 -0.0041 0.0040 -0.0031 -0.12
C 5.67239 0.71253 0.11322 0.0060 -0.0056 0.0040 -0.06
C 6.14091 1.94294 -0.33232 -0.0029 -0.0070 -0.0002 -0.04
C 5.34336 2.74946 -1.13200 -0.0070 -0.0031 -0.0046 -0.05
C 4.07007 2.32992 -1.49450 0.0123 -0.0019 -0.0052 -0.09
H 1.04601 2.79763 -1.78935 0.0080 -0.0113 -0.0082 0.06
H 1.43783 2.10774 -3.35862 0.0113 -0.0061 0.0022 0.10
H -0.61587 0.75766 -3.40551 0.0031 0.0016 0.0042 0.08
H -1.04542 2.43960 -3.11908 0.0203 -0.0041 -0.0201 0.10
H -2.80208 -1.68808 -0.64312 0.0321 -0.0316 0.0029 0.07
H -4.72917 -2.90254 -1.58517 0.0035 -0.0117 -0.0071 0.12
H -6.13758 -1.83409 -3.31193 0.0026 -0.0033 -0.0026 0.13
H -5.63245 0.45142 -4.09524 0.0001 -0.0025 -0.0009 0.13
H -3.71814 1.68609 -3.16873 0.0043 -0.0050 -0.0040 0.12
H -0.48856 3.76067 -0.62772 -0.0128 0.0001 0.0123 0.09
H -1.26064 5.65473 0.73802 -0.0001 0.0000 -0.0015 0.12
H -3.44428 5.55032 1.88692 0.0000 -0.0003 0.0010 0.12
H -4.87192 3.54698 1.66250 -0.0019 0.0026 -0.0004 0.12
H -4.11721 1.63137 0.30121 -0.0127 -0.0009 -0.0149 0.11
H 0.01154 -1.60589 -2.60816 0.0078 0.0019 0.0017 0.09
H 0.18864 -3.28730 -4.39309 -0.0016 -0.0067 -0.0025 0.12
H 2.31974 -3.59607 -5.60179 0.0016 -0.0036 0.0017 0.12
H 4.27495 -2.19307 -5.05172 -0.0005 0.0007 -0.0020 0.12
H 4.11173 -0.46697 -3.29989 -0.0016 -0.0002 -0.0012 0.11
H 4.04270 -0.68415 0.09189 0.0039 -0.0007 0.0030 0.10
H 6.30539 0.07901 0.72004 0.0002 0.0001 0.0013 0.12
H 7.13687 2.26900 -0.06452 0.0004 -0.0022 0.0013 0.12
H 5.71679 3.70015 -1.48797 0.0005 -0.0014 0.0005 0.12
H 3.46918 2.95789 -2.14023 -0.0004 -0.0002 0.0022 0.10
N 0.69416 0.19827 6.26367 0.0018 0.0014 0.0051 0.26
C 0.71641 -0.51866 4.91142 -0.0084 -0.0080 -0.0091 -0.25
C -0.69340 -0.86089 4.44573 0.0162 0.0283 -0.0019 -0.08
C -1.47128 0.28306 3.75326 0.0007 -0.0288 -0.0044 -0.32
N -1.81776 -0.12124 2.37119 -0.0076 -0.0709 0.0134 0.02
C -0.70044 1.60158 3.71593 0.0142 0.0135 -0.0207 -0.09
C 0.76984 1.50744 3.29605 -0.0484 -0.0138 0.0090 -0.31
N 0.88479 1.49454 1.81119 0.0532 0.0485 -0.0127 0.01
C 1.50033 0.27723 3.87590 -0.0239 0.0098 0.0023 -0.08
H 0.22040 -0.37624 6.96681 0.0010 -0.0008 0.0011 0.18
H 0.20829 1.09651 6.22739 -0.0008 0.0014 0.0016 0.16
H 1.64348 0.37273 6.60541 -0.0010 -0.0002 -0.0005 0.18
H 1.25329 -1.44160 5.12889 0.0000 -0.0014 -0.0059 0.17
H -1.27566 -1.28109 5.26847 0.0013 0.0036 0.0034 0.14
H -0.55779 -1.67874 3.73415 -0.0126 -0.0150 0.0041 0.09
H -2.39041 0.46159 4.31625 -0.0096 -0.0090 -0.0053 0.15
H -2.57829 0.46580 2.03310 0.0424 0.0403 -0.0019 0.08
H -2.17383 -1.07590 2.36255 -0.0313 0.0317 0.0412 0.09
H -0.75507 2.07978 4.69945 -0.0025 -0.0115 0.0086 0.12
H -1.22205 2.30550 3.05908 -0.0036 0.0024 -0.0022 0.13
H 1.26734 2.41182 3.65453 0.0073 -0.0023 -0.0042 0.15
H 1.86929 1.53255 1.54149 -0.0022 0.0203 0.0321 0.09
H 0.46639 2.35274 1.45082 -0.0010 0.0044 0.0034 0.09
H 2.48379 0.55467 4.26150 -0.0007 0.0034 0.0039 0.14
H 1.69732 -0.43677 3.07180 0.0174 0.0037 0.0126 0.08